A molecular structure, C16H14BrN7O4V. Source: the OMol25 dataset; level of theory: ωB97M-V/def2-TZVPD.

- relative energy (zero: lowest compared OMol25 entry of this formula, charge and spin) (kcal/mol) = 13.5
- frontier orbital gap (spin up / spin down) (Eh) = 0.232 / 0.337
- HOMO energy (spin up / spin down) (eV) = -6.616 / -9.633
- multiplicity = 4

```
43
Properties=species:S:1:pos:R:3:forces:R:3:lowdin_charge:R:1
V -0.622 0.134 0.270 -2.427 0.381 0.081 0.68
N -2.226 0.131 1.827 -0.278 0.435 0.306 0.00
N -3.111 -0.890 1.418 -0.532 -0.119 0.166 0.02
C -2.940 -1.275 0.057 -0.741 0.010 0.530 -0.73
O -3.938 -1.472 -0.626 -0.434 -0.161 -0.178 0.02
O -1.742 -1.340 -0.326 0.011 -1.140 -0.802 -0.16
H -1.965 0.016 2.813 -0.129 -0.032 -0.482 0.12
H -2.633 1.071 1.719 0.071 -0.457 0.113 0.13
H -4.087 -0.765 1.681 0.340 0.121 -0.217 0.14
Br 0.836 -3.070 0.122 0.103 -0.141 0.288 0.88
C 1.028 -1.964 1.650 -0.017 -0.266 -0.306 -0.65
C 1.718 -2.452 2.742 0.072 0.140 0.359 -0.09
C 1.897 -1.618 3.844 -0.183 -0.113 -0.505 -0.03
C 1.419 -0.320 3.770 -0.206 0.076 -0.087 0.02
C 0.742 0.079 2.630 0.370 -0.004 0.208 -0.17
N 0.509 -0.741 1.580 1.515 -1.222 1.938 -0.04
C 0.311 1.510 2.372 0.219 0.615 1.049 -0.62
O 0.301 2.327 3.281 0.051 -0.339 -0.037 0.07
O 0.009 1.709 1.150 0.538 1.711 0.124 -0.12
H 2.104 -3.458 2.723 0.014 -0.068 -0.005 0.10
H 2.414 -1.979 4.717 0.097 -0.016 0.108 0.11
H 1.555 0.396 4.566 -0.017 0.077 0.005 0.13
N 5.422 0.916 -0.872 0.356 0.133 0.111 0.17
C 4.376 0.560 -1.172 0.405 0.092 0.129 -0.18
C 3.091 0.106 -1.554 -0.789 -0.388 -0.563 -0.20
C 2.903 -0.602 -2.748 -0.293 0.158 0.370 0.01
C 1.605 -0.972 -3.072 0.239 0.045 0.008 -0.04
C 0.570 -0.665 -2.214 -0.028 -0.131 -0.143 -0.13
N 0.755 -0.024 -1.044 1.876 -0.239 -1.832 -0.08
C 1.996 0.378 -0.746 0.403 0.180 -0.020 -0.05
H 3.741 -0.843 -3.383 0.074 -0.001 -0.057 0.12
H 1.401 -1.524 -3.976 -0.046 -0.009 -0.085 0.11
H -0.443 -0.989 -2.420 0.040 0.068 0.054 0.12
H 2.119 0.956 0.165 -0.044 -0.114 -0.068 0.13
N -2.660 0.826 -1.987 -0.267 0.096 -0.493 0.04
C -2.799 1.666 -3.027 0.176 0.112 0.140 -0.07
C -1.872 2.673 -2.861 -0.044 -0.030 -0.010 -0.05
C -1.211 2.360 -1.669 -0.289 0.210 -0.209 -0.12
N -1.698 1.238 -1.156 -0.290 0.440 -0.020 -0.06
H -3.209 -0.013 -1.794 0.140 -0.071 0.152 0.13
H -3.531 1.505 -3.793 -0.117 -0.091 -0.059 0.12
H -1.702 3.514 -3.501 0.006 0.133 -0.117 0.09
H -0.433 2.901 -1.157 0.056 -0.082 0.058 0.12
```
Forces are in eV/Å.


A molecular structure, C16H14N2O4OsSe. Source: the OMol25 dataset; level of theory: ωB97M-V/def2-TZVPD.

- frontier orbital gap (spin up / spin down) (Eh) = 0.284 / 0.205
- HOMO energy (spin up / spin down) (eV) = -15.291 / -15.384
- charge = +2
- multiplicity = 5

```
38
Properties=species:S:1:pos:R:3:forces:R:3:lowdin_charge:R:1
Os 0.326 -1.064 -0.547 0.196 0.422 -0.137 1.82
C 1.598 1.868 2.654 -0.020 -0.039 0.024 0.03
C 1.434 1.277 1.296 0.083 0.151 -0.097 -0.30
O 0.731 0.255 1.198 -0.064 -0.160 0.005 -0.05
C 2.083 1.895 0.128 -0.050 -0.101 -0.038 -0.07
C 2.911 2.993 0.309 0.062 0.067 -0.091 0.03
C 3.546 3.615 -0.768 -0.009 0.000 0.085 0.01
C 3.357 3.148 -2.063 0.003 0.006 -0.001 0.00
C 2.538 2.061 -2.288 -0.066 -0.064 0.081 0.06
C 1.899 1.423 -1.209 0.149 0.219 0.049 -0.28
O 1.133 0.399 -1.518 -0.260 -0.476 0.129 -0.25
H 1.000 1.305 3.364 0.003 0.008 0.006 0.11
H 1.296 2.915 2.663 -0.007 0.000 -0.009 0.12
H 2.648 1.824 2.953 0.002 -0.001 -0.001 0.12
H 3.082 3.383 1.301 -0.003 -0.004 0.009 0.13
H 4.189 4.465 -0.585 0.000 -0.002 -0.006 0.13
H 3.852 3.632 -2.894 -0.002 -0.003 -0.005 0.13
H 2.373 1.665 -3.281 0.008 0.008 -0.007 0.14
C 1.728 -4.320 1.109 -0.001 0.012 0.001 0.07
C 1.220 -3.096 0.478 0.030 -0.001 -0.016 -0.57
O 1.956 -2.222 -0.105 -0.030 -0.006 0.002 -0.09
O -0.039 -2.784 0.457 -0.032 0.023 -0.015 -0.14
H 2.795 -4.423 0.937 0.001 0.003 -0.001 0.11
H 1.183 -5.177 0.711 -0.001 -0.002 0.001 0.12
H 1.518 -4.272 2.180 -0.001 -0.004 0.001 0.12
Se -1.716 1.047 -2.220 0.012 0.091 0.071 1.26
N -1.500 -0.331 -1.025 0.012 -0.108 -0.036 -0.44
C -2.727 -0.741 -0.632 0.031 -0.058 0.065 -0.30
C -3.029 -1.781 0.270 0.000 0.044 -0.024 -0.01
C -4.345 -2.025 0.541 -0.041 0.013 -0.004 0.00
C -5.414 -1.278 -0.042 0.032 -0.004 0.004 -0.02
C -5.162 -0.269 -0.910 0.020 0.005 0.008 0.03
C -3.799 0.023 -1.227 -0.078 0.054 0.054 -0.34
N -3.444 0.990 -2.051 0.022 -0.086 -0.095 -0.18
H -2.252 -2.370 0.732 -0.001 0.000 0.000 0.10
H -4.595 -2.821 1.230 0.000 -0.002 -0.003 0.13
H -6.432 -1.529 0.222 -0.001 -0.004 -0.003 0.13
H -5.942 0.322 -1.369 0.002 0.001 -0.005 0.14
```
Forces are in eV/Å.


A molecular structure, C16H14N3O4V. Source: the OMol25 dataset; level of theory: ωB97M-V/def2-TZVPD.

- relative energy (zero: lowest compared OMol25 entry of this formula, charge and spin) (kcal/mol) = 27.8
- frontier orbital gap (spin up / spin down) (Eh) = 0.260 / 0.298
- HOMO energy (spin up / spin down) (eV) = -7.032 / -8.389
- multiplicity = 3

```
38
Properties=species:S:1:pos:R:3:forces:R:3:lowdin_charge:R:1
V 0.226 -0.622 0.010 1.125 -0.993 -0.101 0.90
O -0.961 -1.135 -1.157 -3.185 -1.549 -1.907 -0.14
C -1.244 -0.950 -2.394 0.248 0.524 -1.289 -0.30
C -2.297 -1.640 -3.028 -0.022 -0.033 0.121 0.01
C -2.529 -1.484 -4.373 0.084 0.027 0.305 -0.07
C -1.737 -0.624 -5.138 0.129 0.198 -0.254 -0.10
C -0.718 0.080 -4.546 0.018 -0.048 0.061 -0.04
C -0.443 -0.056 -3.173 -0.776 -0.624 0.049 -0.13
C 0.628 0.645 -2.564 0.244 0.222 0.245 -0.04
N 0.914 0.614 -1.294 0.324 1.186 -2.072 -0.08
C 2.082 1.342 -0.855 0.796 0.401 0.191 -0.17
C 2.824 0.419 0.123 0.605 0.305 -0.510 -0.17
N 1.783 -0.031 1.002 1.880 0.641 2.184 -0.10
C 1.887 0.125 2.276 0.375 0.098 -0.299 -0.03
C 0.770 0.024 3.161 -0.984 -0.071 0.076 -0.13
C 0.923 0.056 4.553 -0.072 -0.015 -0.100 -0.04
C -0.168 0.146 5.386 0.139 -0.012 0.111 -0.10
C -1.450 0.228 4.840 0.179 -0.012 -0.110 -0.08
C -1.639 0.203 3.480 -0.002 -0.039 -0.371 0.00
C -0.547 0.083 2.595 0.741 0.188 1.833 -0.31
O -0.698 0.084 1.321 -2.284 1.414 1.545 -0.13
H -2.904 -2.301 -2.426 0.017 -0.050 0.038 0.12
H -3.329 -2.039 -4.841 -0.067 -0.018 -0.042 0.11
H -1.931 -0.515 -6.194 0.010 0.032 -0.070 0.10
H -0.104 0.750 -5.135 0.043 0.052 -0.065 0.11
H 1.260 1.234 -3.235 -0.033 0.013 0.142 0.14
H 1.753 2.242 -0.314 0.115 -0.130 -0.115 0.13
H 2.724 1.640 -1.696 -0.132 -0.016 0.175 0.12
H 3.631 0.948 0.651 -0.171 -0.131 -0.122 0.13
H 3.233 -0.436 -0.432 -0.032 0.183 0.138 0.12
H 2.849 0.429 2.708 -0.131 0.006 -0.115 0.14
H 1.919 0.004 4.968 0.126 0.038 0.060 0.11
H -0.037 0.168 6.457 0.042 -0.018 0.102 0.10
H -2.303 0.317 5.497 -0.079 -0.013 0.022 0.11
H -2.630 0.262 3.052 -0.057 0.017 -0.047 0.12
O 0.159 -2.467 0.966 0.263 -0.554 -0.142 -0.12
N 1.004 -2.946 0.177 -0.040 -0.724 0.419 -0.11
O 1.433 -2.070 -0.626 0.565 -0.493 -0.085 -0.18
```
Forces are in eV/Å.


A molecular structure, C16H15BN7O5Ru. Source: the OMol25 dataset; level of theory: ωB97M-V/def2-TZVPD.

- relative energy (zero: lowest compared OMol25 entry of this formula, charge and spin) (kcal/mol) = 30.6
- frontier orbital gap (spin up / spin down) (Eh) = 0.217 / 0.219
- HOMO energy (spin up / spin down) (eV) = -6.997 / -7.012
- multiplicity = 2

```
45
Properties=species:S:1:pos:R:3:forces:R:3:lowdin_charge:R:1
Ru 0.534 -0.810 -0.317 0.924 -0.115 0.515 1.34
C 0.566 -2.098 3.860 -0.013 -0.002 0.005 -0.06
C 0.880 -2.224 2.509 0.117 -0.088 -0.168 -0.14
N 0.506 -1.139 1.840 -0.126 0.516 0.028 -0.05
N -0.056 -0.301 2.738 -0.120 -0.281 -0.149 -0.02
C -0.035 -0.857 3.953 0.045 0.022 0.042 -0.07
B -0.608 1.070 2.301 0.431 -0.116 0.230 -0.50
N -1.614 0.786 1.119 -0.146 0.411 -0.224 -0.01
C -2.872 1.252 1.155 -0.033 0.062 -0.022 -0.08
C -3.571 0.775 0.066 0.045 -0.027 -0.015 -0.06
C -2.636 -0.010 -0.606 0.052 -0.103 -0.309 -0.15
N -1.464 0.005 0.017 0.027 -0.145 0.964 -0.08
N 0.586 2.026 2.161 -0.422 0.304 -0.153 -0.06
C 0.675 3.203 2.830 0.031 0.112 -0.080 -0.11
C 1.918 3.737 2.596 0.034 -0.069 -0.005 -0.08
C 2.539 2.782 1.764 0.000 0.002 -0.011 -0.17
N 1.736 1.765 1.515 -0.023 -0.261 0.003 0.05
H 0.747 -2.805 4.649 0.002 0.005 0.002 0.09
H 1.356 -3.038 1.988 0.032 0.028 -0.015 0.10
H -0.441 -0.332 4.801 -0.009 0.018 -0.016 0.12
H -1.286 1.572 3.156 -0.107 -0.257 0.101 0.11
H -3.192 1.887 1.962 0.026 0.003 0.004 0.12
H -4.598 0.957 -0.194 -0.001 -0.005 -0.003 0.09
H -2.751 -0.583 -1.514 0.009 -0.010 0.009 0.11
H -0.138 3.568 3.435 -0.045 -0.030 -0.034 0.10
H 2.321 4.655 2.985 0.011 0.005 -0.019 0.08
H 3.533 2.784 1.345 0.002 0.035 0.017 0.10
O 0.172 -4.436 -2.081 0.038 0.003 0.057 0.15
C 0.276 -3.171 -1.681 0.062 -0.236 -0.340 -0.44
O 0.315 -2.879 -0.475 -0.409 0.295 -0.240 -0.02
C 0.269 -2.158 -2.711 0.258 0.130 -0.160 -0.17
C 0.160 -2.321 -4.088 -0.050 0.063 0.035 0.03
C 0.139 -1.199 -4.893 -0.019 -0.112 -0.173 -0.05
C 0.252 0.075 -4.324 0.072 0.106 0.157 0.02
C 0.368 0.206 -2.959 -0.088 -0.427 -0.434 -0.16
N 0.345 -0.906 -2.175 -0.568 0.251 0.275 -0.07
C 0.518 1.424 -2.146 0.012 0.407 0.010 -0.42
O 0.563 2.617 -2.744 -0.009 -0.071 0.041 0.17
O 0.577 1.372 -0.932 0.255 -0.346 -0.276 0.04
H 0.184 -5.000 -1.293 0.005 0.002 0.002 0.14
H 0.085 -3.312 -4.514 0.024 -0.030 0.053 0.13
H 0.054 -1.302 -5.965 -0.009 0.000 0.008 0.11
H 0.261 0.938 -4.979 0.001 0.017 0.026 0.12
H 0.527 2.531 -3.703 -0.002 -0.004 0.000 0.11
O 2.302 -1.108 -0.450 -0.317 -0.063 0.262 -0.45
```
Forces are in eV/Å.


A molecular structure, C16H15BrN4O7W. Source: the OMol25 dataset; level of theory: ωB97M-V/def2-TZVPD.

- relative energy (zero: lowest compared OMol25 entry of this formula, charge and spin) (kcal/mol) = 25.2
- frontier orbital gap (Eh) = 0.256
- HOMO energy (eV) = -15.871
- charge = +2

```
44
Properties=species:S:1:pos:R:3:forces:R:3:lowdin_charge:R:1
W 0.100 -1.121 0.144 -0.030 -0.046 0.126 1.59
O -2.508 -1.420 -3.775 -0.030 0.003 -0.004 0.16
C -1.735 -0.750 -2.938 0.090 -0.003 -0.001 -0.54
O -0.584 -0.455 -3.120 -0.013 -0.012 -0.017 0.11
C -2.479 -0.306 -1.711 0.009 0.005 0.022 -0.15
C -3.803 0.074 -1.816 -0.038 0.017 0.019 0.06
C -4.440 0.670 -0.735 0.017 -0.018 -0.034 0.05
C -3.714 0.892 0.421 0.000 0.010 0.027 0.07
C -2.404 0.467 0.459 0.014 -0.025 -0.018 -0.15
N -1.784 -0.142 -0.567 -0.117 -0.139 0.055 0.05
C -1.546 0.678 1.671 0.159 0.046 0.016 -0.49
O -1.901 1.128 2.708 -0.093 -0.031 -0.012 0.21
O -0.273 0.334 1.376 0.088 0.086 0.045 -0.18
H -2.016 -1.619 -4.589 0.003 0.005 0.007 0.16
H -4.315 -0.087 -2.754 -0.010 0.006 0.006 0.14
H -5.477 0.971 -0.805 -0.001 -0.003 -0.009 0.14
H -4.129 1.375 1.295 0.001 0.000 -0.001 0.15
C 3.101 -2.037 3.421 -0.031 0.003 -0.013 0.04
C 1.930 -1.895 2.518 0.101 0.035 0.066 -0.18
N 1.975 -1.288 1.384 0.077 -0.038 -0.117 -0.08
O 3.135 -0.761 0.918 0.028 0.006 0.024 0.05
C 0.554 -2.374 2.851 0.004 -0.116 -0.098 -0.18
C 0.080 -2.826 4.179 -0.044 -0.049 -0.025 0.04
N -0.152 -2.231 1.799 -0.053 0.364 -0.013 -0.26
O -1.375 -2.108 1.424 -0.198 -0.060 0.095 -0.16
H 3.915 -2.563 2.913 -0.007 -0.012 0.001 0.12
H 2.850 -2.599 4.316 -0.017 0.004 0.004 0.10
H 3.463 -1.052 3.732 0.000 -0.010 0.021 0.12
H 3.829 -0.854 1.594 -0.035 -0.003 -0.026 0.12
H 0.720 -3.615 4.576 0.002 -0.007 -0.011 0.11
H -0.939 -3.197 4.107 -0.006 0.015 0.007 0.11
H 0.102 -1.985 4.877 0.016 0.001 0.001 0.12
O 3.804 -0.112 -3.910 0.034 -0.003 -0.023 0.15
C 2.951 0.031 -2.911 -0.088 0.006 0.057 -0.26
C 2.617 1.302 -2.372 0.060 -0.020 -0.077 0.07
C 1.729 1.406 -1.337 -0.013 0.012 0.091 -0.02
N 1.210 0.256 -0.870 -0.043 0.165 -0.108 -0.11
C 1.501 -0.912 -1.368 0.010 -0.115 0.092 -0.41
Br -0.447 -3.120 -1.146 0.120 -0.071 -0.114 0.50
C 2.371 -1.134 -2.397 0.046 -0.064 -0.056 0.04
H 4.166 0.727 -4.226 -0.009 0.000 0.009 0.15
H 3.066 2.193 -2.791 -0.027 0.027 0.029 0.14
H 1.427 2.338 -0.882 0.020 0.019 -0.031 0.14
H 2.599 -2.108 -2.802 0.005 0.009 -0.008 0.14
```
Forces are in eV/Å.


A molecular structure, C16H15ClReTe. Source: the OMol25 dataset; level of theory: ωB97M-V/def2-TZVPD.

- relative energy (zero: lowest compared OMol25 entry of this formula, charge and spin) (kcal/mol) = 0.0
- frontier orbital gap (spin up / spin down) (Eh) = 0.238 / 0.205
- HOMO energy (spin up / spin down) (eV) = -6.159 / -7.101
- multiplicity = 4

```
34
Properties=species:S:1:pos:R:3:forces:R:3:lowdin_charge:R:1
C -2.168 -0.954 -0.091 -1.111 0.214 -0.625 -0.28
C -1.606 -1.140 -1.403 -1.066 0.162 -0.476 -0.20
C -1.418 0.162 -1.992 -1.452 0.132 0.022 -0.20
H -1.438 -2.092 -1.892 0.153 0.189 0.111 0.13
C -1.809 1.146 -1.020 -1.157 -0.122 -0.647 -0.22
C -2.285 0.454 0.149 -1.224 0.077 -0.220 -0.30
H -2.677 0.910 1.046 0.049 -0.028 -0.209 0.06
H -2.480 -1.740 0.582 0.256 0.157 -0.034 0.10
H -1.115 0.355 -3.012 0.294 0.020 0.215 0.13
H -1.798 2.224 -1.163 0.145 -0.285 0.112 0.13
Re -0.239 -0.051 -0.208 2.898 -0.716 1.446 1.08
Cl 0.052 -1.698 1.526 0.474 -0.271 0.146 0.14
C 2.443 0.114 0.313 0.178 -0.250 -1.339 -0.19
C 1.992 1.345 -0.252 -0.290 -1.046 -0.692 -0.22
C 1.311 1.053 -1.492 1.357 -0.882 0.509 -0.24
H 2.146 2.333 0.153 -0.192 -0.142 0.097 0.07
C 1.433 -0.393 -1.724 0.784 0.761 0.822 -0.23
C 2.134 -0.954 -0.596 0.278 1.615 -0.089 -0.20
H 2.403 -1.994 -0.480 -0.227 0.103 0.111 0.10
H 2.919 0.001 1.274 -0.066 -0.013 0.002 0.09
H 0.968 1.783 -2.216 -0.016 -0.166 0.194 0.11
H 1.210 -0.903 -2.653 -0.119 0.042 0.231 0.11
Te -0.200 1.939 2.154 0.113 0.701 -0.100 0.96
C -0.170 0.625 3.765 -0.016 -0.612 0.357 -0.72
C -1.385 0.257 4.379 1.021 -0.156 0.083 -0.17
C -1.354 -0.639 5.452 0.123 0.011 0.003 -0.10
C -0.137 -1.181 5.891 0.004 0.337 -0.423 -0.09
C 1.061 -0.843 5.240 -0.144 0.058 0.046 -0.10
C 1.059 0.062 4.178 -1.037 0.031 0.182 -0.20
H -2.312 0.675 3.986 0.146 -0.135 0.281 0.08
H -2.285 -0.918 5.950 0.296 0.053 -0.137 0.10
H -0.119 -1.868 6.737 -0.021 0.132 -0.225 0.10
H 2.003 -1.292 5.563 -0.292 0.118 -0.054 0.10
H 1.962 0.325 3.628 -0.140 -0.091 0.299 0.08
```
Forces are in eV/Å.


What energy values result from the calculations? In sequence: -4820.48765 -3520.04192 -2027.34286 -1497.97354 -4004.96378 -1425.06174 a.u..